Run 1
This record from OMol25 describes 2 unconnected molecules or ions with the total composition C3H7NO3. The level of theory is ωB97M-V/def2-TZVPD.

The calculation puts the orbital gap (spin up / spin down) at 8.9 / 7.7 eV. The HOMO energy (spin up / spin down) is -8.6 / -8.3 eV.

ORCA input file:
```
! wB97M-V def2-TZVPD RIJCOSX def2/J DEFGRID3
* xyz 0 1
C -2.21 0.67 1.26
C 1.91 -1.10 -0.27
N 1.32 -0.47 -1.48
C -0.48 0.55 -0.36
O 1.94 0.46 -2.02
O -1.36 -0.13 0.38
O -0.29 1.73 -0.36
H 0.27 -0.52 -1.58
H -2.81 1.37 0.68
H -1.60 1.22 1.97
H -2.85 -0.04 1.78
H 1.17 -1.75 0.18
H 2.24 -0.33 0.43
H 2.77 -1.67 -0.62
*
```

Run 2
This record from OMol25 describes 2 unconnected molecules or ions with the total composition C3H7NO3. The level of theory is ωB97M-V/def2-TZVPD.

The calculation puts the orbital gap at 11.0 eV. The HOMO energy is -10.4 eV. As for the SMILES: CC(=O)O.NC=O.

ORCA input file:
```
! wB97M-V def2-TZVPD RIJCOSX def2/J DEFGRID3
* xyz 0 1
C 0.07 -1.14 1.42
C 1.49 -1.07 0.95
O 2.42 -0.63 1.57
O 1.64 -1.64 -0.27
H -0.61 -1.38 0.61
H -0.26 -0.24 1.93
H 0.09 -1.92 2.19
H 2.59 -1.61 -0.46
N -1.86 2.12 -1.43
C -1.02 0.99 -1.23
O -1.29 -0.14 -1.47
H -1.61 2.80 -0.71
H -1.61 2.58 -2.30
H -0.04 1.29 -0.80
*
```

Run 3
This record from OMol25 describes 2 unconnected molecules or ions with the total composition C3H7NO3. The level of theory is ωB97M-V/def2-TZVPD.

The calculation puts the orbital gap at 9.9 eV. The HOMO energy is -9.6 eV. As for the SMILES: NC(=O)O.CC=O.

ORCA input file:
```
! wB97M-V def2-TZVPD RIJCOSX def2/J DEFGRID3
* xyz 0 1
N -2.41 -0.28 0.93
C -1.22 0.37 1.24
O -0.95 1.45 0.80
O -0.42 -0.33 2.08
H -2.43 -1.28 0.82
H -2.95 0.22 0.25
H -0.95 -1.02 2.50
C 1.11 -0.17 -0.92
C 2.24 0.50 -1.64
O 2.88 -0.03 -2.52
H 0.19 0.36 -1.16
H 1.30 -0.10 0.16
H 1.11 -1.22 -1.19
H 2.51 1.53 -1.34
*
```

Run 4
This record from OMol25 describes a single C3H7NO3 molecule. The level of theory is ωB97M-V/def2-TZVPD.

The calculation puts the orbital gap at 10.1 eV. The HOMO energy is -9.4 eV. As for the SMILES: CCNOC(=O)O.

ORCA input file:
```
! wB97M-V def2-TZVPD RIJCOSX def2/J DEFGRID3
* xyz 0 1
C -0.52 1.52 -0.06
C -1.00 0.26 0.77
N -1.10 -0.94 -0.02
O 0.05 -1.17 -0.83
C 1.26 -1.13 -0.22
O 1.48 -1.24 0.95
O 2.19 -1.16 -1.18
H -1.22 1.71 -0.88
H -0.56 2.37 0.62
H 0.49 1.47 -0.45
H -0.30 0.08 1.58
H -2.00 0.43 1.19
H -1.84 -0.86 -0.71
H 3.06 -1.34 -0.77
*
```

List of relative energies, unit hartree: run 1 0.1800; run 2 0.0079; run 3 0.0000; run 4 0.0537

Run 1
This record from OMol25 describes 2 unconnected molecules or ions with the total composition C3H7NO3. The level of theory is ωB97M-V/def2-TZVPD.

The calculation puts the orbital gap at 9.8 eV. The HOMO energy is -9.4 eV. As for the SMILES: CN(O)C=O.C=O.

ORCA input file:
```
! wB97M-V def2-TZVPD RIJCOSX def2/J DEFGRID3
* xyz 0 1
C -1.08 0.70 -1.25
N -0.58 0.92 0.08
O 0.47 1.83 0.20
C -0.95 0.22 1.16
O -1.79 -0.65 1.15
H -1.90 -0.01 -1.16
H -1.44 1.64 -1.67
H -0.30 0.29 -1.89
H 1.30 1.35 0.01
H -0.41 0.54 2.06
C 1.67 -1.71 0.33
O 1.89 -0.63 -0.14
H 1.18 -1.85 1.31
H 1.94 -2.64 -0.19
*
```

Run 2
This record from OMol25 describes a molecular structure, C3H7NO3. The level of theory is ωB97M-V/def2-TZVPD.

The calculation puts the orbital gap at 10.3 eV. The HOMO energy is -9.8 eV.

ORCA input file:
```
! wB97M-V def2-TZVPD RIJCOSX def2/J DEFGRID3
* xyz 0 1
O 2.74 1.00 1.31
C 1.90 0.13 1.51
C 0.70 -0.25 0.57
N 0.79 0.32 -0.80
H 1.94 -0.45 2.46
H 0.65 -1.32 0.47
H -0.22 0.07 1.02
H -0.33 -0.26 -1.35
H 0.83 1.35 -0.88
H 1.59 0.02 -1.33
O -2.36 -0.09 0.32
C -2.36 -0.45 -0.87
O -1.40 -0.59 -1.74
H -3.32 -0.80 -1.25
*
```

List of relative energies, unit hartree: run 1 0.0646; run 2 0.0000

Run 1
This record from OMol25 describes 2 unconnected molecules or ions with the total composition C2H7NO2. The level of theory is ωB97M-V/def2-TZVPD.

The calculation puts the orbital gap at 10.0 eV. The HOMO energy is -9.3 eV. As for the SMILES: C=O.NCO.

ORCA input file:
```
! wB97M-V def2-TZVPD RIJCOSX def2/J DEFGRID3
* xyz 0 1
C -1.76 -1.48 0.48
O -2.90 -1.23 0.12
H -1.17 -0.85 1.20
H -1.24 -2.25 -0.12
N 0.59 0.77 -1.30
C 1.12 0.44 -0.02
O 0.22 0.85 1.02
H 1.32 0.80 -2.00
H -0.13 1.46 -1.41
H 1.16 -0.65 0.07
H 2.11 0.88 0.23
H 0.70 1.26 1.74
*
```

Run 2
This record from OMol25 describes 2 unconnected molecules or ions with the total composition C2H7NO2. The level of theory is ωB97M-V/def2-TZVPD.

The calculation puts the orbital gap at 10.4 eV. The HOMO energy is -9.8 eV. As for the SMILES: CC(N)=O.O.

ORCA input file:
```
! wB97M-V def2-TZVPD RIJCOSX def2/J DEFGRID3
* xyz 0 1
C 0.08 -0.40 -0.34
C -0.99 0.58 -0.16
N -2.16 -0.06 0.09
O -0.93 1.76 -0.16
H 0.99 -0.28 -1.11
H -0.29 -1.36 -0.59
H 0.50 -0.52 0.63
H -2.92 0.54 0.36
H -2.34 -1.06 0.58
O 2.67 0.59 0.08
H 3.24 -0.08 -0.29
H 2.17 0.31 0.90
*
```

List of relative energies, unit hartree: run 1 0.0332; run 2 0.0000

Run 1
This record from OMol25 describes 2 unconnected molecules or ions with the total composition C5H10N2O. The level of theory is ωB97M-V/def2-TZVPD.

The expectation value of S² is 0.750. The calculation puts the orbital gap (spin up / spin down) at 3.0 / 8.9 eV. The HOMO energy (spin up / spin down) is 0.7 / -5.3 eV.

ORCA input file:
```
! wB97M-V def2-TZVPD RIJCOSX def2/J DEFGRID3
* xyz -1 2
C -0.39 1.83 -2.04
C -1.26 0.59 -1.80
C -0.88 -0.25 -0.63
C 0.19 -0.15 0.22
N 0.08 -1.21 1.07
C -1.04 -1.89 0.72
N -1.64 -1.35 -0.31
H -0.96 2.74 -1.82
H -0.07 1.92 -3.07
H 0.44 1.88 -1.35
H -2.30 0.88 -1.70
H -1.26 -0.05 -2.68
H 0.97 0.58 0.23
H 0.67 -1.43 1.86
H -1.27 -2.83 1.18
H 2.90 0.10 2.75
H 2.98 -1.15 3.71
O 2.82 -0.19 3.67
*
```

Run 2
This record from OMol25 describes 2 unconnected molecules or ions with the total composition C5H10N2O. The level of theory is ωB97M-V/def2-TZVPD.

The expectation value of S² is 0.779. The calculation puts the orbital gap (spin up / spin down) at 5.8 / 5.1 eV. The HOMO energy (spin up / spin down) is -2.3 / -2.3 eV.

ORCA input file:
```
! wB97M-V def2-TZVPD RIJCOSX def2/J DEFGRID3
* xyz -1 2
O -1.61 0.17 -0.17
C -2.72 0.85 -0.04
C -4.01 0.46 0.48
C 4.80 0.01 0.40
C 3.67 -0.22 -0.40
C 2.33 0.30 -0.50
N 1.13 -0.56 -0.61
N -4.30 -0.90 0.72
H -2.63 1.93 -0.35
H -4.88 1.06 0.51
H 5.58 -0.61 0.02
H 4.70 0.83 1.08
H 3.82 -1.13 -1.02
H 2.16 1.40 -0.44
H 0.44 -0.29 0.07
H 0.74 -0.53 -1.56
H -4.25 -1.32 1.67
H -4.97 -1.45 0.15
*
```

List of relative energies, unit hartree: run 1 0.0000; run 2 0.1011

Run 1
This record from OMol25 describes a single C5H6O molecule. The level of theory is ωB97M-V/def2-TZVPD.

The calculation puts the orbital gap at 9.0 eV. The HOMO energy is -8.4 eV. As for the SMILES: C1=C2O[C@H]2CC1.

ORCA input file:
```
! wB97M-V def2-TZVPD RIJCOSX def2/J DEFGRID3
* xyz 0 1
C 0.24 1.33 0.12
C 1.26 0.50 -0.24
O 2.17 -0.38 0.30
C 0.95 -0.98 -0.36
C -0.40 -0.93 0.34
C -0.97 0.49 -0.08
H 0.10 2.37 0.02
H 1.21 -1.28 -1.33
H -0.40 -0.87 1.47
H -1.04 -1.82 0.03
H -1.65 0.96 0.69
H -1.48 0.61 -0.96
*
```

Run 2
This record from OMol25 describes a single C5H6O molecule. The level of theory is ωB97M-V/def2-TZVPD.

The calculation puts the orbital gap at 10.0 eV. The HOMO energy is -9.0 eV. As for the SMILES: C#CC/C=C/O.

ORCA input file:
```
! wB97M-V def2-TZVPD RIJCOSX def2/J DEFGRID3
* xyz 0 1
C 2.77 0.16 -0.34
C 1.74 -0.38 -0.01
C 0.44 -0.96 0.37
C -0.67 -0.18 -0.28
C -1.56 0.52 0.41
O -2.51 1.34 -0.11
H 3.67 0.64 -0.64
H 0.41 -2.02 0.08
H 0.33 -0.93 1.46
H -0.68 -0.15 -1.37
H -1.60 0.51 1.50
H -2.34 1.44 -1.05
*
```

List of relative energies, unit hartree: run 1 0.0923; run 2 0.0000

Run 1
This record from OMol25 describes a single C5H6O molecule. The level of theory is ωB97M-V/def2-TZVPD.

The calculation puts the orbital gap at 8.7 eV. The HOMO energy is -7.9 eV. As for the SMILES: C/C=C\C=C=O.

ORCA input file:
```
! wB97M-V def2-TZVPD RIJCOSX def2/J DEFGRID3
* xyz 0 1
C 0.83 0.91 0.36
C 0.23 0.58 -0.98
C -0.76 -0.30 -1.06
C -0.93 -1.14 0.10
C -0.13 -1.08 1.16
O 0.34 -1.28 2.21
H 1.90 0.77 0.54
H 0.26 0.94 1.30
H 0.54 1.90 0.05
H 0.61 1.19 -1.80
H -1.36 -0.45 -1.95
H -1.52 -2.05 0.07
*
```

Run 2
This record from OMol25 describes a molecular structure, C5H6O. The level of theory is ωB97M-V/def2-TZVPD.

The calculation puts the orbital gap (spin up / spin down) at 9.6 / 8.9 eV. The HOMO energy (spin up / spin down) is -9.7 / -9.0 eV.

ORCA input file:
```
! wB97M-V def2-TZVPD RIJCOSX def2/J DEFGRID3
* xyz 0 1
C -0.65 -0.21 -1.65
C -0.69 -1.02 -0.60
C 0.38 0.65 -0.96
C 0.28 -0.05 0.24
C 0.23 0.00 1.66
O 1.53 0.03 -0.55
H -1.13 -0.10 -2.67
H -1.06 -2.03 -0.45
H 0.62 2.82 -1.09
H 0.41 1.01 2.08
H 0.87 -0.81 2.20
H -0.80 -0.28 1.79
*
```

List of relative energies, unit hartree: run 1 0.0000; run 2 0.1987

Run 1
This record from OMol25 describes a single C5H6O molecule. The level of theory is ωB97M-V/def2-TZVPD.

The calculation puts the orbital gap at 10.2 eV. The HOMO energy is -9.5 eV. As for the SMILES: CC#CCC=O.

ORCA input file:
```
! wB97M-V def2-TZVPD RIJCOSX def2/J DEFGRID3
* xyz 0 1
C -0.57 0.87 1.77
C -1.06 0.03 0.70
C -0.94 -0.75 -0.22
C 0.36 -1.11 -0.85
C 0.63 -0.01 -1.86
O 1.35 0.94 -1.63
H -0.03 0.23 2.48
H -1.33 1.45 2.29
H 0.16 1.55 1.31
H 0.36 -2.11 -1.28
H 1.14 -1.03 -0.08
H 0.07 -0.09 -2.81
*
```

Run 2
This record from OMol25 describes a molecular structure, C5H6O. The level of theory is ωB97M-V/def2-TZVPD.

The calculation puts the orbital gap (spin up / spin down) at 6.8 / 6.8 eV. The HOMO energy (spin up / spin down) is -7.6 / -7.6 eV.

ORCA input file:
```
! wB97M-V def2-TZVPD RIJCOSX def2/J DEFGRID3
* xyz 0 1
C 1.47 -0.77 0.32
C 0.17 -0.31 0.56
C -0.63 -0.18 -0.76
O -0.18 -0.86 -1.74
C -1.68 0.75 -0.78
C -1.51 1.61 0.15
H 1.98 -1.36 1.08
H 2.13 -0.18 -0.32
H 0.64 -1.30 -1.29
H -0.21 0.94 0.89
H -0.39 -0.91 1.30
H -1.78 2.56 0.59
*
```

List of relative energies, unit hartree: run 1 0.0000; run 2 0.1333

Run 1
This record from OMol25 describes a single C5H6O molecule. The level of theory is ωB97M-V/def2-TZVPD.

The calculation puts the orbital gap at 10.5 eV. The HOMO energy is -9.6 eV. As for the SMILES: C#CCC(C)=O.

ORCA input file:
```
! wB97M-V def2-TZVPD RIJCOSX def2/J DEFGRID3
* xyz 0 1
C 1.98 0.01 1.00
C 1.47 -0.30 -0.05
C 0.43 -0.80 -0.95
C -0.83 -0.48 -0.12
C -1.21 0.98 0.05
O -1.40 -1.36 0.48
H 2.34 0.19 1.98
H 0.41 -0.35 -1.95
H 0.52 -1.89 -1.03
H -2.29 1.06 0.01
H -0.74 1.63 -0.69
H -0.88 1.31 1.04
*
```

Run 2
This record from OMol25 describes a single C5H6O molecule. The level of theory is ωB97M-V/def2-TZVPD.

The calculation puts the orbital gap at 10.6 eV. The HOMO energy is -9.8 eV. As for the SMILES: C#C[C@@H](C)C=O.

ORCA input file:
```
! wB97M-V def2-TZVPD RIJCOSX def2/J DEFGRID3
* xyz 0 1
C -2.29 0.91 0.49
C -1.16 0.63 0.16
C 0.08 -0.14 0.13
C 0.52 -0.78 -1.20
C 1.24 0.42 0.92
O 2.40 0.24 0.65
H -3.22 1.35 0.73
H -0.42 -0.77 0.90
H -0.30 -1.32 -1.68
H 0.87 -0.02 -1.92
H 1.36 -1.46 -1.05
H 0.93 0.93 1.86
*
```

Run 3
This record from OMol25 describes a molecular structure, C5H6O. The level of theory is ωB97M-V/def2-TZVPD.

The calculation puts the orbital gap at 10.5 eV. The HOMO energy is -9.4 eV.

ORCA input file:
```
! wB97M-V def2-TZVPD RIJCOSX def2/J DEFGRID3
* xyz 0 1
C 0.17 -1.24 -0.05
C 0.71 0.00 -0.77
O -0.60 0.25 -1.37
C -1.11 -0.09 -0.08
C -0.50 0.94 0.85
C 0.75 1.03 0.36
H 0.08 -2.09 -0.70
H 0.54 -1.50 0.93
H 1.53 -0.04 -1.49
H -2.17 -0.31 -0.06
H -0.98 1.43 1.68
H 1.58 1.63 0.68
*
```

List of relative energies, unit hartree: run 1 0.0000; run 2 0.0219; run 3 0.0287